Entry from the Open Molecules 2025 dataset: C21H34Cl10N3O2PS2 as an isolated structure at a distorted geometry (wB97M-V/def2-TZVPD).

As for the gap between HOMO and LUMO: 7.71 eV. The total energy is -6874.8713 a.u.

```
73
Properties=species:S:1:pos:R:3:forces:R:3:lowdin_charge:R:1
C 1.914657 0.341437 4.872692 0.1 -0.1 0.1 -0.652
N -2.440932 -1.196613 -3.455951 0.1 -0.1 -1.3 0.030
C 2.763416 1.531381 4.499209 0.1 0.0 0.2 -0.647
H 3.777852 1.390802 4.870408 0.0 -0.1 0.0 0.075
C -1.766228 4.513344 6.121763 -0.1 -0.1 0.1 -0.657
C 1.258289 0.367565 -0.795001 -0.6 -0.4 -0.2 0.028
C 0.573470 -1.439170 -2.396306 -0.6 0.5 0.7 -0.309
C -1.843028 4.889578 -0.241594 0.2 0.0 1.4 -0.232
Cl 7.111993 -3.557996 -3.392142 0.0 0.0 0.1 0.544
C -0.042578 0.479551 -0.385046 -0.4 0.4 0.7 -0.198
S 2.595010 -2.006396 -3.360222 0.2 0.4 -0.5 0.945
C 5.231746 -5.062386 -4.684401 0.1 -0.2 -0.2 -0.628
C -1.211597 3.928949 0.836542 0.3 0.4 -1.6 -0.233
C 4.307625 -6.137370 0.121069 -0.2 0.1 0.0 -0.663
C -7.006259 -2.137765 -3.191854 0.1 -0.1 -0.1 -0.668
C -1.094374 -0.366819 -0.935070 1.2 0.0 0.1 -0.263
H 2.367609 2.451886 4.923847 -0.1 0.0 -0.1 0.053
C -6.739209 -0.694361 -3.538819 0.1 0.0 0.0 -0.677
H 5.259822 -4.321294 -5.480684 0.0 0.1 0.1 0.073
H -6.377922 -0.136421 -2.676830 -0.1 0.0 0.0 0.030
H -1.847856 3.824630 6.961937 0.0 0.0 -0.1 0.073
C -2.562066 3.988219 4.954383 -0.1 -0.1 0.0 -0.638
O -2.382690 -1.693880 -4.497865 -0.5 0.3 0.4 0.125
H 3.904767 -4.089276 0.585202 0.0 -0.1 0.0 0.073
N 2.813637 -0.817342 -2.298043 -1.5 -0.8 -0.2 -0.202
H -7.466424 -2.669453 -4.022134 -0.1 0.1 0.0 0.067
H -3.376150 -1.556099 -0.565911 0.5 0.1 0.3 -0.006
N 1.005670 -2.319276 -3.329945 1.0 1.3 1.0 -0.172
H -2.698449 4.346367 -0.670886 0.2 0.3 0.0 0.088
H 0.373682 1.403561 1.492107 -0.5 -0.1 -0.1 0.053
H 7.315279 -5.538846 -4.631171 0.0 0.1 0.0 0.075
H -2.745122 -0.073941 1.039027 0.2 -0.6 -0.3 -0.013
C -0.171137 2.998393 0.130499 -1.1 -0.7 1.3 -0.163
H -2.134239 3.064573 4.567772 0.1 0.1 0.0 0.055
H -0.726854 4.495742 1.642488 -0.2 -0.1 -0.2 0.082
S -3.904917 1.131861 -1.170662 0.0 0.1 0.0 0.121
C -2.277930 6.228179 0.458995 0.1 -0.9 -0.5 -0.116
C -0.752020 -1.264315 -1.916862 -1.5 -0.6 0.2 -0.249
Cl 5.637309 -7.186336 -0.436722 0.0 0.0 0.0 0.541
H -1.360904 1.354740 1.071203 0.3 0.4 0.0 0.052
C -0.354693 1.536644 0.677553 0.6 -0.3 -0.7 -0.175
Cl 3.895625 -4.636957 -3.582391 0.3 -0.7 0.0 0.524
H 0.849801 3.302500 0.407807 -0.3 0.1 -0.5 0.105
H -1.118783 5.056471 -1.053171 -0.2 0.1 0.3 0.095
Cl -0.034149 4.657033 5.726356 0.1 0.0 0.0 0.535
Cl 5.846760 -4.611258 1.790619 0.0 0.0 0.0 0.538
H -6.068603 -2.635242 -2.945047 0.0 0.1 0.0 0.065
Cl 0.195104 0.599191 4.482653 -0.1 0.0 -0.1 0.544
H -5.984296 -0.637348 -4.322501 0.0 -0.1 0.0 0.069
H 4.985984 -6.027436 -5.125956 0.0 0.0 0.1 0.076
H 5.292543 -4.312115 -0.483075 0.0 -0.1 0.0 0.050
H -1.622038 7.037540 0.113133 -0.5 0.0 0.1 0.069
H 3.876932 -6.586821 1.013352 0.1 0.0 0.0 0.068
Cl -8.193321 0.128881 -4.160397 0.0 0.0 0.0 0.536
C 1.566491 -0.599993 -1.789943 0.8 0.2 -0.3 -0.331
O -1.767189 -2.056341 -2.480759 1.1 0.0 0.5 -0.104
H 3.551301 -6.141519 -0.663327 0.1 0.1 0.0 0.057
C 6.550845 -5.151875 -3.958508 0.1 -0.1 0.0 -0.658
H -3.587076 3.786863 5.264303 0.0 0.1 0.0 0.075
H 2.017924 1.010711 -0.351518 -0.1 -0.3 -0.3 0.123
H -3.344345 6.404903 0.263289 0.4 0.4 0.0 0.069
Cl 2.883130 1.745513 2.732574 0.0 0.0 0.0 0.567
H -2.120444 5.489357 6.446278 0.1 0.0 -0.1 0.069
H 1.974576 0.168273 5.946423 0.0 0.1 0.0 0.074
Cl -8.071209 -2.305617 -1.772037 0.0 0.0 0.0 0.531
Cl -2.644217 5.156151 3.613257 -0.1 -0.1 0.4 0.639
H 2.244450 -0.561496 4.363177 -0.1 0.1 -0.1 0.069
C 4.766433 -4.722916 0.377111 -0.1 0.1 -0.1 -0.670
H -2.153483 6.121454 1.548275 0.0 0.3 -0.7 -0.036
H 6.487455 -5.813261 -3.095986 -0.1 0.1 0.0 0.039
P -2.826537 -0.268654 -0.362436 -0.2 0.6 -0.3 0.397
H -2.058497 3.370615 1.262589 0.5 0.0 0.0 0.088
H -0.319423 3.031354 -0.956711 0.1 -0.1 0.3 0.108
```
Positions in Å, forces in eV/Å.

Entry from the Open Molecules 2025 dataset: one molecule with the formula C21H34Cl2F5I3O6P2 at a distorted geometry (wB97M-V/def2-TZVPD).

As for the gap between HOMO and LUMO: 8.11 eV. The total energy is -4267.4598 a.u.

```
73
Properties=species:S:1:pos:R:3:forces:R:3:lowdin_charge:R:1
I -3.944661 1.677485 -1.112195 -0.2 0.0 0.0 1.100
H 3.438846 3.884859 -1.533279 0.0 0.1 0.0 0.046
Cl -1.559361 -3.279959 2.927972 0.1 -0.1 0.0 0.726
H 2.651002 1.591899 2.690259 0.0 0.0 0.0 0.084
F -5.149606 -1.726326 0.879639 0.0 -0.2 0.0 0.159
C -2.037857 0.919874 1.153295 0.3 0.0 -0.1 -0.574
H 4.505583 0.151524 -2.830340 0.2 0.0 0.1 0.071
C 2.011147 0.756904 2.394004 0.1 -0.3 -0.1 -0.168
C -3.706603 -3.636290 1.270106 -0.1 0.2 0.0 -0.445
H -1.303444 -0.464485 -3.634635 0.0 0.0 0.0 0.074
H 1.828442 -2.452712 -0.827420 0.0 0.2 -0.1 0.069
F -3.094612 -4.325648 0.299137 0.1 0.0 -0.1 0.125
H 4.520665 2.261508 0.458044 0.0 0.0 0.1 0.059
C -1.418466 -2.292730 -2.473437 -0.2 0.2 -0.3 -0.712
H 3.340082 4.936975 -0.110260 -0.1 0.0 -0.1 0.067
H -4.977449 2.596951 1.325135 0.0 0.1 0.0 0.030
C -5.062496 -3.050594 0.692126 0.0 0.0 -0.1 -0.520
H -0.313648 2.290301 -2.979051 0.0 0.0 0.0 0.091
C 3.117966 0.355419 -1.185146 0.8 -0.2 0.3 -0.420
C -4.118992 2.162704 1.828174 -0.1 -0.1 0.0 -0.240
O 0.953711 -2.042981 -0.870063 0.1 -0.2 -0.1 -0.277
H -2.848554 -2.437758 -0.938326 0.1 -0.1 0.0 0.046
H -1.599576 3.414008 -2.460072 0.0 0.0 -0.1 0.060
H -1.493851 0.579473 -1.837751 0.0 -0.1 0.1 0.037
P 2.264695 1.727235 -0.307365 -1.4 0.6 -1.1 1.118
I -3.023741 -3.203928 -3.644199 0.0 0.0 0.1 0.859
H 3.471126 1.555107 -2.952596 0.1 0.1 0.1 0.068
C -3.168430 1.531412 0.841855 -0.3 0.2 -0.1 -0.736
H 3.333067 3.146157 1.387311 0.0 -0.1 0.0 0.066
H -0.801041 -3.148992 -2.249449 0.1 0.0 0.0 0.036
C 4.372861 -0.261029 2.278673 0.0 -0.2 -0.2 -0.579
H -3.497831 -2.085423 2.653610 0.0 0.1 0.0 0.118
H 0.106303 3.735620 -2.049889 0.0 0.0 0.0 0.082
F -6.108467 -3.616407 1.299628 0.1 0.1 -0.1 0.173
Cl 4.804005 0.366773 3.900358 0.0 0.1 0.0 0.565
C 3.818300 4.051076 -0.526725 0.2 -0.1 0.2 -0.159
C -0.646788 2.957813 -2.178653 0.1 0.0 0.1 -0.108
C -1.406585 -1.354027 0.120973 0.5 0.3 -0.6 -0.334
H 4.832644 1.580058 -1.817617 0.0 0.0 0.0 0.060
H 2.352209 -0.222968 -1.698081 -0.1 0.0 0.1 0.042
H -2.712573 -0.857547 -1.575503 0.0 0.0 0.1 0.039
O 0.476741 2.373409 1.519239 -0.1 0.0 0.0 -0.061
P 0.176093 -2.383090 0.554928 -0.4 0.0 0.4 0.945
H -0.232656 -4.203449 -0.665311 -0.2 0.1 -0.1 0.053
C -1.001188 0.204497 0.264749 0.2 -0.1 0.3 -0.348
H 0.263081 -1.041931 -3.026813 -0.1 0.0 0.1 0.058
H 2.669689 -0.927989 1.173593 0.0 0.1 0.0 0.064
H 1.337003 0.558886 3.227822 -0.1 0.1 -0.1 0.080
C -0.766486 0.882254 -1.088544 -0.1 0.0 -0.2 -0.265
H 4.909523 -1.202077 2.183580 0.0 0.0 -0.1 0.071
H 4.886359 4.262697 -0.601729 0.0 0.1 0.0 0.068
C 3.585211 2.822937 0.376398 0.3 -0.3 0.1 -0.399
I -1.698776 0.754196 3.227116 0.0 -0.1 0.2 1.171
O 0.275116 0.133847 0.955924 -0.3 0.0 -0.1 -0.213
C 2.879168 -0.487129 2.148077 -0.1 -0.1 0.5 -0.267
O -0.790467 2.272455 -0.949145 0.0 0.0 0.0 -0.258
H 2.608467 -1.245994 2.884116 -0.1 -0.1 -0.1 0.110
C -2.831931 -2.543478 1.920505 -0.2 0.1 0.1 -0.619
H 3.701697 -0.339756 -0.569644 -0.1 0.1 0.0 0.063
C 1.172881 1.195864 1.190297 1.1 0.0 0.4 -0.646
H 0.212107 0.536092 -1.443335 0.0 0.0 0.0 0.092
F -5.157628 -3.293666 -0.615672 0.0 0.1 0.2 0.146
H 1.092133 2.967063 1.965275 -0.1 0.0 0.1 0.101
H 4.759506 0.442266 1.543468 0.0 0.0 0.1 0.046
H -0.522024 -1.843176 -4.382158 0.1 0.0 0.0 0.055
O -0.379506 -3.898610 0.236619 0.2 -0.1 -0.1 -0.309
H -4.492379 1.406454 2.521860 0.0 0.0 0.0 0.054
C 4.051492 0.954694 -2.248331 -0.4 -0.1 -0.2 -0.156
C -2.112362 -1.700702 -1.236196 -0.1 -0.4 0.2 -0.224
C -0.702590 -1.350712 -3.428195 0.1 0.0 0.0 -0.185
O -2.445567 -1.503759 1.110736 0.1 0.0 0.1 -0.201
H -3.609716 2.933637 2.407973 0.0 0.0 0.0 0.063
F -4.041022 -4.507078 2.234551 -0.1 -0.2 0.3 0.111
```
Positions in Å, forces in eV/Å.